Record 1
ORCA calculation (ωB97M-V/def2-TZVPD) on a structure of composition C27H42BaN5O5SSi2Te.

Relative energy (zero: lowest compared OMol25 entry of this formula, charge and spin) (eV): 0.457
Gap between HOMO and LUMO (Eh): 0.2717
F_max (hartree/bohr): 0.011

ORCA input file:
```
! wB97M-V def2-TZVPD RIJCOSX def2/J DEFGRID3
* xyz -1 1
Ba -0.935 -0.645 0.901
O 1.442 -3.379 1.357
C 0.703 -4.488 0.881
C 0.071 -4.248 -0.481
N -1.009 -3.270 -0.514
C -2.199 -3.740 0.199
C -2.261 -3.477 1.726
O -3.216 -3.978 2.311
O -1.331 -2.753 2.223
C -1.312 -2.880 -1.890
C -2.162 -1.591 -1.962
O -3.322 -1.682 -2.363
O -1.553 -0.537 -1.569
H 0.897 -2.893 1.989
H -0.044 -4.805 1.610
H 1.414 -5.311 0.757
H -0.287 -5.227 -0.850
H 0.860 -3.913 -1.160
H -2.333 -4.823 0.066
H -3.082 -3.280 -0.252
H -1.843 -3.660 -2.455
H -0.360 -2.669 -2.384
N 1.785 3.097 2.855
C 0.793 2.150 2.812
S 1.311 0.513 2.954
N -0.406 2.683 2.652
N -1.431 1.804 2.530
C -2.600 2.310 2.361
C -2.907 3.771 2.301
C -2.520 4.642 3.315
C -2.847 5.988 3.247
C -3.550 6.483 2.157
C -3.931 5.622 1.137
C -3.617 4.273 1.214
C -3.779 1.410 2.230
C -4.997 1.807 2.789
C -6.098 0.981 2.670
C -5.977 -0.214 1.979
C -4.740 -0.535 1.449
N -3.673 0.251 1.575
H 2.663 2.798 3.238
H 1.491 4.049 2.999
H -1.954 4.255 4.151
H -2.547 6.656 4.045
H -3.799 7.535 2.102
H -4.474 6.000 0.280
H -3.922 3.600 0.421
H -5.070 2.748 3.315
H -7.044 1.268 3.112
H -6.814 -0.887 1.855
H -4.596 -1.455 0.894
C 2.503 -2.189 -4.450
Si 1.451 -0.635 -4.452
C -0.309 -1.090 -4.919
C 2.150 0.541 -5.742
C 1.464 0.276 -2.802
Te 2.188 -0.786 -1.077
C 3.470 0.758 -0.315
Si 5.006 0.011 0.453
C 6.090 -0.727 -0.888
C 5.958 1.368 1.336
C 4.489 -1.284 1.695
H 2.257 -2.806 -5.319
H 2.331 -2.785 -3.552
H 3.569 -1.956 -4.491
H -0.453 -1.014 -5.999
H -1.035 -0.436 -4.431
H -0.550 -2.114 -4.627
H 2.214 0.061 -6.721
H 3.155 0.868 -5.461
H 1.522 1.429 -5.842
H 0.445 0.578 -2.558
H 2.078 1.176 -2.875
H 2.903 1.304 0.442
H 3.693 1.433 -1.144
H 6.511 0.053 -1.527
H 5.511 -1.407 -1.516
H 6.920 -1.289 -0.454
H 6.224 2.179 0.654
H 6.881 0.979 1.773
H 5.355 1.789 2.143
H 3.993 -2.138 1.225
H 3.783 -0.846 2.405
H 5.350 -1.659 2.254
*
```

From a Mulliken analysis of the wavefunction, the atomic charges in e read: atom 1 (Ba): 1.049, atom 2 (O): -0.379, atom 3 (C): -0.643, atom 4 (C): -0.453, atom 5 (N): 0.918, atom 6 (C): -0.946, atom 7 (C): 0.412, atom 8 (O): -0.791, atom 9 (O): -0.772, atom 10 (C): 0.345, atom 11 (C): 0.311, atom 12 (O): -0.785, atom 13 (O): -0.670, atom 14 (H): 0.284, atom 15 (H): 0.304, atom 16 (H): 0.437, atom 17 (H): 0.259, atom 18 (H): -0.045, atom 19 (H): 0.299, atom 20 (H): 0.433, atom 21 (H): 0.117, atom 22 (H): -0.364, atom 23 (N): -0.417, atom 24 (C): 0.145, atom 25 (S): -0.353, atom 26 (N): -0.861, atom 27 (N): 0.427, atom 28 (C): 0.734, atom 29 (C): -0.011, atom 30 (C): -0.001, atom 31 (C): -0.739, atom 32 (C): -0.341, atom 33 (C): -0.729, atom 34 (C): 0.004, atom 35 (C): -0.627, atom 36 (C): -0.681, atom 37 (C): -0.393, atom 38 (C): -0.953, atom 39 (C): -0.076, atom 40 (N): 0.332, atom 41 (H): 0.237, atom 42 (H): 0.216, atom 43 (H): 0.407, atom 44 (H): 0.379, atom 45 (H): 0.376, atom 46 (H): 0.388, atom 47 (H): 0.476, atom 48 (H): 0.465, atom 49 (H): 0.411, atom 50 (H): 0.412, atom 51 (H): 0.272, atom 52 (C): -1.022, atom 53 (Si): 0.266, atom 54 (C): -1.066, atom 55 (C): -1.120, atom 56 (C): -0.884, atom 57 (Te): 0.094, atom 58 (C): -0.437, atom 59 (Si): 0.241, atom 60 (C): -1.026, atom 61 (C): -1.000, atom 62 (C): -0.657, atom 63 (H): 0.339, atom 64 (H): 0.278, atom 65 (H): 0.304, atom 66 (H): 0.459, atom 67 (H): 0.322, atom 68 (H): 0.308, atom 69 (H): 0.314, atom 70 (H): 0.284, atom 71 (H): 0.312, atom 72 (H): 0.366, atom 73 (H): 0.635, atom 74 (H): 0.051, atom 75 (H): 0.415, atom 76 (H): 0.286, atom 77 (H): 0.281, atom 78 (H): 0.324, atom 79 (H): 0.311, atom 80 (H): 0.302, atom 81 (H): 0.226, atom 82 (H): 0.205, atom 83 (H): 0.089, atom 84 (H): 0.379

=====

Record 2
ORCA calculation (ωB97M-V/def2-TZVPD) on a structure of composition C27H42Cl3N4O3SSiY at a distorted geometry.

Relative energy (zero: lowest compared OMol25 entry of this formula, charge and spin) (eV): 5.927
Gap between HOMO and LUMO (Eh): 0.1503
F_max (hartree/bohr): 0.055

ORCA input file:
```
! wB97M-V def2-TZVPD RIJCOSX def2/J DEFGRID3
* xyz 0 1
C 2.131 -1.437 -5.080
C 1.300 -0.417 -4.335
H 2.636 -0.989 -5.957
H 1.439 -2.217 -5.420
H 2.897 -1.861 -4.422
C 0.498 0.436 -5.106
C 0.105 0.248 -6.535
H 0.389 1.458 -4.746
H -0.541 -0.640 -6.737
H 0.924 0.197 -7.276
H -0.477 1.130 -6.834
Y -0.784 -1.133 1.899
Cl 1.824 -1.405 2.289
Cl -2.172 -3.340 2.083
C 0.477 1.848 1.940
O -0.475 1.039 2.123
N 0.282 3.151 1.814
C -1.061 3.720 1.767
C 1.391 4.094 1.862
H 1.518 1.492 1.903
H -1.792 2.912 1.777
H -1.171 4.315 0.849
H -1.208 4.378 2.635
H 2.326 3.528 1.854
H 1.346 4.705 2.774
H 1.379 4.763 0.993
H -1.824 -1.424 -2.470
H -2.734 1.612 -3.347
C -2.867 -1.178 -2.220
C -3.500 1.202 -2.669
N -2.966 0.199 -1.742
H -3.213 -1.869 -1.446
C -2.643 0.533 -0.482
O -2.450 -0.263 0.458
H -3.907 2.043 -2.090
H -2.562 1.630 -0.345
H -3.482 -1.269 -3.122
H -4.299 0.768 -3.285
O 0.868 -1.001 -2.951
C 1.812 0.052 -2.955
C 0.136 1.950 -2.481
C 1.446 1.412 -2.427
H -0.693 1.297 -2.773
C -0.111 3.292 -2.171
H 2.833 -0.315 -2.738
C 2.466 2.275 -1.941
H -1.104 3.719 -2.291
C 0.903 4.108 -1.663
C 2.192 3.580 -1.535
H 3.495 1.906 -1.862
H 0.699 5.137 -1.336
H 2.992 4.217 -1.132
Si 0.702 -3.657 -0.808
Cl 0.040 -1.358 -0.417
C -0.785 -4.670 -1.275
C 1.080 -4.343 0.920
C 2.235 -3.733 -1.836
H -1.464 -4.144 -1.962
H -1.341 -4.932 -0.367
H -0.451 -5.603 -1.743
H 1.960 -3.826 -2.888
H 2.811 -4.618 -1.526
H 2.831 -2.835 -1.660
H 0.961 -3.602 1.725
H 2.123 -4.695 0.987
H 0.422 -5.193 1.161
N -3.130 -2.174 4.717
C -2.136 -1.464 5.234
N -1.060 -1.013 4.583
C -0.167 -0.376 5.463
C 1.107 0.152 5.164
C 1.847 0.797 6.160
C 1.347 0.890 7.475
C 0.102 0.324 7.798
C -0.637 -0.300 6.801
S -2.212 -1.065 6.961
H -3.850 -2.506 5.348
H -2.974 -2.625 3.788
H 1.488 0.001 4.155
H 2.832 1.217 5.904
H 1.950 1.400 8.226
H -0.299 0.361 8.812
*
```

From a Mulliken analysis of the wavefunction, the atomic charges in e read: atom 1 (C): -1.754, atom 2 (C): 1.335, atom 3 (H): 0.339, atom 4 (H): 0.272, atom 5 (H): 0.380, atom 6 (C): -0.538, atom 7 (C): -1.506, atom 8 (H): 0.250, atom 9 (H): 0.234, atom 10 (H): 0.292, atom 11 (H): 0.376, atom 12 (Y): 0.800, atom 13 (Cl): -0.597, atom 14 (Cl): -0.758, atom 15 (C): 0.464, atom 16 (O): -0.667, atom 17 (N): 0.405, atom 18 (C): -0.940, atom 19 (C): -0.907, atom 20 (H): 0.393, atom 21 (H): 0.211, atom 22 (H): 0.289, atom 23 (H): 0.350, atom 24 (H): 0.268, atom 25 (H): 0.343, atom 26 (H): 0.263, atom 27 (H): -0.011, atom 28 (H): 0.266, atom 29 (C): -0.696, atom 30 (C): -0.872, atom 31 (N): 0.235, atom 32 (H): 0.334, atom 33 (C): 0.197, atom 34 (O): -0.707, atom 35 (H): 0.365, atom 36 (H): 0.271, atom 37 (H): 0.371, atom 38 (H): 0.378, atom 39 (O): -0.237, atom 40 (C): -0.681, atom 41 (C): 0.047, atom 42 (C): 0.704, atom 43 (H): 0.647, atom 44 (C): -1.026, atom 45 (H): 0.165, atom 46 (C): -0.717, atom 47 (H): 0.409, atom 48 (C): -0.762, atom 49 (C): -0.572, atom 50 (H): 0.348, atom 51 (H): 0.549, atom 52 (H): 0.449, atom 53 (Si): 0.689, atom 54 (Cl): 0.321, atom 55 (C): -1.036, atom 56 (C): -0.887, atom 57 (C): -0.957, atom 58 (H): 0.254, atom 59 (H): 0.275, atom 60 (H): 0.401, atom 61 (H): 0.277, atom 62 (H): 0.542, atom 63 (H): 0.181, atom 64 (H): 0.091, atom 65 (H): 0.348, atom 66 (H): 0.360, atom 67 (N): -0.190, atom 68 (C): 0.559, atom 69 (N): -0.141, atom 70 (C): -0.258, atom 71 (C): 0.089, atom 72 (C): -0.890, atom 73 (C): -0.426, atom 74 (C): -0.467, atom 75 (C): 0.667, atom 76 (S): -0.315, atom 77 (H): 0.259, atom 78 (H): 0.067, atom 79 (H): 0.030, atom 80 (H): 0.385, atom 81 (H): 0.365, atom 82 (H): 0.358

=====

Record 3
ORCA calculation (ωB97M-V/def2-TZVPD) on a structure of composition C27H42F6HgN5O6P2S2 at a distorted geometry.

⟨S²⟩: 0.756
Relative energy (zero: lowest compared OMol25 entry of this formula, charge and spin) (eV): 0.256
Gap between HOMO and LUMO (alpha / beta) (Eh): 0.1872 / 0.2444
F_max (hartree/bohr): 0.075

ORCA input file:
```
! wB97M-V def2-TZVPD RIJCOSX def2/J DEFGRID3
* xyz 0 2
Hg -7.588 16.587 10.307
O -10.600 10.504 6.351
C -9.626 10.454 7.319
O -9.736 9.619 8.213
C -8.408 11.253 7.236
C -7.428 10.856 8.233
C -6.187 11.491 8.196
C -5.892 12.426 7.195
C -6.847 12.753 6.193
C -8.086 12.143 6.227
N -4.613 13.006 7.194
C -4.321 13.723 6.106
C -3.279 14.689 6.157
C -2.960 15.426 4.997
C -2.039 16.460 5.067
C -1.488 16.792 6.333
C -1.939 16.034 7.444
N -2.735 14.988 7.363
H -10.766 11.375 5.940
H -7.673 10.180 9.046
H -5.434 11.349 8.938
H -6.627 13.501 5.446
H -8.878 12.398 5.517
H -4.838 13.631 5.135
H -3.364 15.061 4.087
H -1.744 17.042 4.166
H -0.717 17.536 6.412
H -1.706 16.266 8.495
F -7.224 23.187 12.085
C -7.517 21.881 12.104
F -8.805 21.709 11.728
F -7.372 21.400 13.333
S -6.482 20.911 10.787
O -6.935 19.530 10.649
O -6.614 21.809 9.645
N -5.047 21.011 11.550
S -3.746 20.038 11.299
O -4.124 18.677 11.065
O -2.783 20.783 10.508
C -2.955 20.019 13.053
F -3.229 18.788 13.655
F -1.655 20.107 12.998
F -3.502 20.973 13.823
C -3.080 13.815 13.013
N -4.027 13.624 11.948
C -3.322 13.275 10.688
C -4.788 14.882 11.713
C -6.115 14.737 12.424
N -6.919 15.891 12.718
C -6.230 17.107 13.155
C -7.950 15.551 13.710
H -2.396 14.606 12.761
H -2.566 12.841 13.166
H -3.586 14.114 13.915
H -2.706 12.416 10.870
H -2.845 14.183 10.330
H -4.051 12.971 9.928
H -4.932 15.024 10.633
H -4.262 15.804 12.086
H -5.935 14.238 13.399
H -6.780 14.060 11.863
H -5.597 16.924 14.001
H -7.013 17.824 13.368
H -5.533 17.437 12.340
H -8.612 16.377 13.981
H -7.482 15.157 14.627
H -8.660 14.771 13.274
C -7.925 16.451 6.723
P -7.480 17.615 8.086
C -5.702 17.752 7.807
C -8.230 19.292 7.898
C -9.619 19.297 8.644
P -9.792 17.805 9.695
C -10.796 18.336 11.150
C -10.983 16.762 8.655
H -8.003 16.920 5.736
H -8.851 15.917 7.008
H -7.148 15.662 6.660
H -5.532 18.394 6.893
H -5.311 16.753 7.715
H -5.285 18.267 8.688
H -8.540 19.353 6.871
H -7.612 20.147 8.187
H -10.433 19.429 7.946
H -9.632 20.141 9.400
H -11.652 18.885 10.712
H -10.129 18.929 11.797
H -11.212 17.428 11.596
H -11.939 16.654 9.211
H -10.591 15.743 8.579
H -11.047 17.095 7.567
*
```

From a Mulliken analysis of the wavefunction, the atomic charges in e read: atom 1 (Hg): 0.922, atom 2 (O): -0.499, atom 3 (C): 0.558, atom 4 (O): -0.560, atom 5 (C): 0.939, atom 6 (C): -0.875, atom 7 (C): -0.201, atom 8 (C): 1.046, atom 9 (C): -0.415, atom 10 (C): -1.135, atom 11 (N): -0.378, atom 12 (C): -0.288, atom 13 (C): 0.488, atom 14 (C): -0.695, atom 15 (C): -0.426, atom 16 (C): -0.739, atom 17 (C): 0.019, atom 18 (N): -0.167, atom 19 (H): 0.330, atom 20 (H): 0.448, atom 21 (H): 0.433, atom 22 (H): 0.014, atom 23 (H): 0.033, atom 24 (H): 0.403, atom 25 (H): 0.446, atom 26 (H): 0.385, atom 27 (H): 0.434, atom 28 (H): 0.422, atom 29 (F): -0.212, atom 30 (C): 0.531, atom 31 (F): -0.223, atom 32 (F): -0.213, atom 33 (S): 1.021, atom 34 (O): -0.530, atom 35 (O): -0.736, atom 36 (N): -0.646, atom 37 (S): 1.041, atom 38 (O): -0.510, atom 39 (O): -0.638, atom 40 (C): 0.532, atom 41 (F): -0.227, atom 42 (F): -0.211, atom 43 (F): -0.227, atom 44 (C): -1.162, atom 45 (N): -0.003, atom 46 (C): -0.743, atom 47 (C): 0.147, atom 48 (C): -0.970, atom 49 (N): 0.694, atom 50 (C): -1.055, atom 51 (C): -1.209, atom 52 (H): 0.380, atom 53 (H): 0.384, atom 54 (H): 0.303, atom 55 (H): 0.461, atom 56 (H): 0.467, atom 57 (H): -0.159, atom 58 (H): 0.128, atom 59 (H): 0.125, atom 60 (H): 0.315, atom 61 (H): 0.167, atom 62 (H): 0.349, atom 63 (H): 0.495, atom 64 (H): 0.107, atom 65 (H): 0.324, atom 66 (H): 0.314, atom 67 (H): 0.293, atom 68 (C): -0.489, atom 69 (P): -0.050, atom 70 (C): -0.678, atom 71 (C): -0.686, atom 72 (C): -0.930, atom 73 (P): 0.683, atom 74 (C): -1.384, atom 75 (C): -1.236, atom 76 (H): 0.494, atom 77 (H): 0.182, atom 78 (H): -0.141, atom 79 (H): 0.459, atom 80 (H): 0.049, atom 81 (H): -0.011, atom 82 (H): 0.621, atom 83 (H): 0.302, atom 84 (H): 0.642, atom 85 (H): 0.179, atom 86 (H): 0.434, atom 87 (H): 0.226, atom 88 (H): 0.437, atom 89 (H): 0.432, atom 90 (H): 0.272, atom 91 (H): 0.350